{"formula": "C16H16N4O5Pt", "method": "ωB97M-V/def2-TZVPD", "species": ["Pt", "O", "C", "C", "C", "C", "C", "C", "C", "O", "N", "N", "C", "C", "C", "C", "C", "C", "C", "O", "H", "H", "H", "H", "H", "H", "H", "H", "H", "H", "C", "O", "C", "O", "N", "N", "H", "H", "H", "H", "H", "H"], "coordinates": [[-0.204732, 0.661268, -0.306476], [-0.779229, -4.013882, -0.847869], [-0.984035, -4.286120, 0.460359], [-1.122549, -5.627836, 0.816456], [-1.325100, -5.982556, 2.133764], [-1.395129, -5.006040, 3.124842], [-1.260434, -3.678680, 2.774688], [-1.053834, -3.290565, 1.447786], [-0.910510, -1.851155, 1.106040], [-0.627360, -1.557954, -0.134530], [-1.076939, -0.986276, 2.067676], [-0.887447, 0.315188, 1.645651], [-1.133640, 1.248164, 2.490342], [-1.036126, 2.669746, 2.245709], [-1.237676, 3.489334, 3.373995], [-1.208087, 4.859289, 3.305402], [-0.984360, 5.461970, 2.062578], [-0.797895, 4.696805, 0.938539], [-0.809822, 3.285453, 0.983748], [-0.638781, 2.658248, -0.158312], [-0.700050, -3.036893, -0.912420], [-1.068060, -6.370473, 0.031509], [-1.430881, -7.028403, 2.393522], [-1.555566, -5.283227, 4.157826], [-1.315678, -2.900258, 3.522611], [-1.456648, 0.931607, 3.481232], [-1.422127, 3.003622, 4.325649], [-1.362140, 5.458560, 4.191929], [-0.961730, 6.541748, 1.981460], [-0.633257, 5.150776, -0.029768], [2.897122, -0.546773, -4.617401], [1.715023, 0.147534, -4.216523], [1.364273, 0.224511, -2.933811], [0.379702, 0.854573, -2.617799], [2.184094, -0.410440, -2.035664], [1.780991, -0.437620, -0.693160], [2.975721, -0.390741, -5.687817], [2.808244, -1.618339, -4.425500], [3.780284, -0.135157, -4.127462], [2.815791, -1.131152, -2.341471], [2.533265, -0.115462, -0.097235], [1.446312, -1.360894, -0.420294]], "forces_ev_per_a": [[0.07, -0.01, -0.02], [0.04, -0.05, 0.01], [0.04, 0.00, -0.02], [0.00, 0.00, 0.00], [0.00, 0.00, 0.00], [0.00, 0.00, 0.00], [-0.02, 0.00, 0.00], [0.01, 0.00, 0.00], [-0.08, -0.02, -0.01], [0.06, 0.03, 0.01], [0.04, 0.03, 0.00], [-0.04, -0.01, 0.02], [0.01, 0.01, 0.00], [-0.01, 0.00, 0.00], [0.00, -0.01, 0.01], [0.00, 0.00, -0.01], [0.00, 0.00, 0.00], [0.01, 0.00, -0.01], [-0.01, 0.00, 0.00], [-0.02, 0.00, 0.01], [-0.09, 0.03, 0.01], [0.00, 0.00, 0.00], [0.00, 0.00, 0.00], [0.00, 0.00, 0.00], [0.00, 0.00, 0.00], [0.00, 0.00, 0.00], [0.00, 0.00, 0.00], [0.00, 0.00, 0.00], [0.00, 0.00, 0.00], [0.00, 0.00, 0.00], [0.01, 0.00, 0.00], [-0.01, 0.00, 0.01], [-0.02, -0.03, -0.03], [0.01, 0.02, 0.03], [0.03, 0.01, 0.02], [-0.02, -0.01, -0.02], [0.00, 0.00, 0.00], [0.00, 0.00, 0.00], [0.00, 0.00, 0.00], [-0.01, 0.00, -0.01], [-0.01, 0.00, 0.00], [0.02, 0.01, -0.01]], "lowdin_charge": [1.261, 0.050, -0.266, -0.020, -0.087, -0.096, -0.036, -0.085, -0.430, -0.219, 0.063, -0.158, -0.077, -0.147, -0.061, -0.102, -0.086, -0.021, -0.357, -0.248, 0.060, 0.115, 0.102, 0.097, 0.104, 0.128, 0.107, 0.097, 0.102, 0.114, -0.045, 0.013, -0.556, 0.030, 0.034, -0.028, 0.101, 0.099, 0.100, 0.133, 0.118, 0.097], "relative_energy_kcal_mol": 0.0, "total_charge": 0, "multiplicity": 3, "lumo_energy_ev": [-0.10, -0.62], "e_homo_ha": [-0.261, -0.280], "gap_ev": [7.01, 7.00]}

=====

{"formula": "C11H23IrP2", "method": "ωB97M-V/def2-TZVPD", "species": ["C", "C", "C", "C", "C", "Ir", "P", "H", "H", "H", "H", "H", "H", "H", "H", "C", "C", "P", "C", "C", "C", "C", "H", "H", "H", "H", "H", "H", "H", "H", "H", "H", "H", "H", "H", "H", "H"], "coordinates": [[-1.761351, -0.529528, -2.127155], [-1.765206, -0.246067, -3.479816], [-0.845994, 0.603835, -4.114890], [0.217917, 1.281820, -3.500698], [0.608462, 1.103898, -2.186591], [0.003422, -0.535833, -1.431614], [1.081092, -2.497406, -1.616053], [-2.627788, -0.948332, -1.603813], [-2.530996, -0.716400, -4.105390], [-1.021388, 0.822687, -5.171796], [1.306165, 1.785248, -1.680755], [0.805267, 2.002702, -4.082839], [2.435690, -2.534522, -1.154954], [1.200919, -3.010062, -2.942987], [0.496298, -3.598206, -0.913106], [-2.508992, 0.945243, 1.024796], [-1.054874, 1.396058, 1.174934], [0.158761, 0.112671, 0.687811], [1.859006, 0.784899, 0.870417], [2.499392, 0.743708, 2.254533], [0.043174, -1.241286, 1.919540], [-0.150026, -0.775404, 3.357717], [-2.684587, 0.483487, 0.041208], [-3.174864, 1.813959, 1.121172], [-2.804002, 0.237386, 1.812304], [-0.857931, 2.275675, 0.543588], [-0.836255, 1.685919, 2.213995], [2.474651, 0.229528, 0.146295], [1.800121, 1.819967, 0.507477], [2.632832, -0.272852, 2.636835], [3.496864, 1.189324, 2.192479], [1.940703, 1.331019, 2.988303], [-0.786533, -1.881699, 1.589864], [0.960467, -1.837064, 1.812459], [-1.012495, -0.108866, 3.464886], [-0.333914, -1.645877, 3.995240], [0.736007, -0.269614, 3.756588]], "forces_ev_per_a": [[-2.58, -0.26, -0.10], [-0.23, 0.75, -0.88], [-1.32, -0.99, -1.46], [1.42, 1.30, 1.24], [0.50, 1.88, -1.01], [1.74, -1.56, 1.06], [0.14, -0.67, -0.02], [0.01, -0.16, -0.60], [0.04, 0.29, -0.01], [0.10, -0.22, 0.28], [0.01, -0.06, -0.69], [-0.44, -0.07, -0.14], [-0.34, -0.50, -0.23], [0.21, -0.25, 0.56], [0.63, -0.10, -0.35], [-0.19, 0.02, 0.01], [0.45, 0.23, 0.64], [-0.11, -0.14, 0.73], [-0.02, 0.24, 0.27], [0.37, 0.33, 0.04], [-0.14, 0.28, 0.12], [-0.03, -0.36, 0.48], [0.09, 0.21, 0.38], [0.15, -0.22, -0.06], [0.15, 0.06, -0.23], [0.03, -0.32, 0.06], [-0.19, 0.17, -0.18], [-0.22, 0.17, 0.20], [0.11, -0.17, 0.03], [-0.12, 0.13, -0.10], [-0.03, -0.05, 0.05], [0.02, -0.11, -0.08], [0.16, 0.14, 0.12], [-0.17, 0.10, -0.03], [0.15, -0.12, -0.04], [-0.02, 0.11, 0.04], [-0.33, -0.09, -0.13]], "lowdin_charge": [-0.381, -0.241, -0.179, -0.232, -0.370, 0.904, 0.468, 0.027, 0.095, 0.087, 0.018, 0.096, -0.123, -0.116, -0.123, -0.146, -0.393, 0.684, -0.395, -0.157, -0.392, -0.152, 0.033, 0.075, 0.069, 0.086, 0.072, 0.067, 0.075, 0.066, 0.072, 0.068, 0.075, 0.079, 0.060, 0.074, 0.050], "total_charge": 0, "multiplicity": 5, "lumo_energy_ev": [0.61, -1.53], "e_homo_ha": [-0.178, -0.277], "gap_ev": [5.45, 6.01]}

=====

{"formula": "C15H21N6S2Sc", "method": "ωB97M-V/def2-TZVPD", "species": ["Sc", "C", "S", "C", "S", "N", "N", "C", "C", "C", "C", "C", "C", "N", "H", "H", "H", "H", "H", "H", "H", "H", "C", "C", "N", "C", "N", "C", "C", "C", "N", "C", "H", "H", "H", "H", "H", "H", "H", "H", "H", "H", "H", "H", "H"], "coordinates": [[-0.065020, -0.013183, 0.227197], [0.185692, -4.075088, -3.414873], [1.612550, -2.983039, -3.283260], [1.246723, -1.932163, -1.970699], [-0.312667, -2.059289, -1.143176], [2.211770, -1.093819, -1.710005], [1.887616, -0.233200, -0.685898], [2.848939, 0.458823, -0.202402], [2.562580, 1.352009, 0.931150], [3.532842, 2.147857, 1.492068], [3.193280, 2.947500, 2.580220], [1.896660, 2.923661, 3.064113], [0.972393, 2.104204, 2.441964], [1.291211, 1.332350, 1.396506], [0.394081, -4.680955, -4.295384], [-0.729016, -3.514404, -3.583845], [0.097773, -4.725357, -2.548674], [3.848901, 0.360953, -0.614487], [4.537215, 2.140428, 1.089669], [3.940025, 3.579529, 3.043850], [1.596770, 3.525612, 3.909927], [-0.054333, 2.056288, 2.782487], [-5.682727, -0.262629, 1.825864], [-4.510304, -1.028292, 2.400363], [-3.296005, -0.617233, 1.679903], [-3.118137, 0.594386, 1.134421], [-1.947405, 0.841660, 0.498813], [-1.891246, 2.076777, -0.293679], [-2.452137, 3.229380, 0.512271], [-3.902426, 2.908467, 0.796348], [-4.075253, 1.508746, 1.234596], [-5.376045, 1.216053, 1.873415], [-6.587284, -0.467396, 2.395152], [-5.857421, -0.575624, 0.794719], [-4.624186, -2.100325, 2.261541], [-4.392098, -0.836765, 3.467225], [-2.650169, -1.339126, 1.405560], [-2.442425, 1.949945, -1.228585], [-0.841659, 2.282808, -0.575525], [-2.379230, 4.172437, -0.027302], [-1.893910, 3.330571, 1.445852], [-4.516037, 3.060091, -0.093399], [-4.300984, 3.547164, 1.584099], [-6.126535, 1.793972, 1.336175], [-5.346815, 1.584407, 2.901118]], "forces_ev_per_a": [[-0.92, -0.23, 0.09], [0.00, 0.01, -0.02], [-0.02, -0.09, -0.03], [0.08, -0.20, -0.24], [0.22, 0.63, 0.34], [-0.50, 0.24, 0.45], [0.37, -0.27, -0.52], [0.19, 0.31, 0.21], [0.06, -0.18, -0.31], [0.16, 0.17, 0.16], [0.11, 0.01, -0.03], [-0.04, 0.02, 0.03], [0.02, 0.00, -0.03], [-0.10, -0.18, -0.09], [0.02, -0.01, 0.01], [0.00, 0.00, 0.00], [0.01, 0.03, 0.01], [0.03, 0.03, 0.06], [-0.02, 0.01, 0.03], [-0.02, -0.01, -0.01], [0.02, 0.00, -0.01], [-0.01, 0.00, 0.02], [-0.07, -0.05, -0.03], [0.10, 0.02, -0.09], [0.10, -0.16, 0.12], [-0.06, 0.17, -0.15], [0.35, -0.39, 0.03], [0.01, -0.09, -0.01], [0.03, 0.07, 0.03], [-0.09, -0.17, 0.07], [-0.06, 0.14, 0.09], [0.15, 0.09, -0.10], [-0.01, 0.00, 0.01], [-0.02, 0.00, 0.01], [-0.02, -0.01, 0.00], [0.01, 0.03, 0.02], [-0.08, 0.03, -0.05], [0.01, 0.06, -0.06], [0.03, -0.03, 0.00], [-0.03, -0.01, -0.01], [0.01, 0.02, -0.02], [-0.01, 0.01, -0.02], [0.01, 0.01, 0.02], [-0.03, -0.01, -0.02], [0.00, 0.00, 0.03]], "lowdin_charge": [1.072, -0.398, 0.954, -1.046, 0.596, -0.067, -0.151, -0.012, -0.238, 0.035, 0.019, -0.002, -0.085, -0.012, 0.049, 0.031, 0.044, 0.156, 0.140, 0.137, 0.130, 0.119, -0.139, -0.131, 0.098, -0.345, -0.106, -0.221, -0.136, -0.109, -0.002, -0.110, 0.135, 0.133, 0.135, 0.131, 0.132, 0.139, 0.110, 0.136, 0.117, 0.143, 0.140, 0.138, 0.142], "relative_energy_kcal_mol": 0.0, "total_charge": 2, "multiplicity": 1, "lumo_energy_ev": -7.42, "e_homo_ha": -0.512, "gap_ev": 6.52}

=====

{"formula": "C24H36ClN8O4Pt", "method": "ωB97M-V/def2-TZVPD", "species": ["Pt", "C", "N", "C", "C", "N", "C", "C", "C", "C", "C", "C", "C", "C", "C", "N", "C", "N", "C", "C", "N", "C", "C", "C", "N", "C", "C", "H", "H", "H", "H", "H", "H", "H", "H", "H", "H", "H", "H", "H", "H", "H", "H", "H", "H", "H", "H", "H", "H", "H", "H", "H", "H", "H", "H", "H", "H", "O", "Cl", "O", "O", "O", "C", "C", "N", "C", "C", "N", "H", "H", "H", "H", "H", "H"], "coordinates": [[-0.120048, -0.747960, 0.736648], [-2.417774, 0.824888, -3.209549], [-3.151843, -0.044262, -2.283147], [-4.449333, -0.488282, -2.820364], [-2.686395, -0.487056, -1.126077], [-1.613612, 0.198029, -0.554664], [-1.687382, 1.538481, -0.435487], [-2.947582, 2.166756, -0.234715], [-3.090717, 3.535201, -0.256543], [-1.997145, 4.316299, -0.582294], [-0.711424, 3.743336, -0.797662], [0.338423, 4.600578, -1.235376], [1.594485, 4.098978, -1.514597], [1.873254, 2.781917, -1.220882], [0.896781, 1.906232, -0.658571], [1.261081, 0.737728, -0.125111], [2.619918, 0.552930, 0.265933], [3.222577, 1.431845, 1.045318], [2.565815, 2.426701, 1.903306], [4.688159, 1.467925, 1.159270], [3.208440, -0.550578, -0.183210], [4.089227, -1.374663, 0.657947], [2.818788, -1.094429, -1.478694], [-0.493966, 2.371773, -0.604454], [-3.217551, -1.591139, -0.557783], [-3.171153, -1.754250, 0.893791], [-3.192786, -2.856091, -1.314078], [-2.824351, 1.835832, -3.173073], [-2.555420, 0.422753, -4.212002], [-1.358655, 0.829477, -2.976129], [-4.908181, 0.377323, -3.293965], [-5.071435, -0.858568, -2.009555], [-4.303038, -1.261645, -3.572953], [-3.798086, 1.531448, -0.026447], [-4.046562, 3.996116, -0.053670], [-2.103063, 5.388241, -0.680630], [0.117274, 5.648208, -1.388297], [2.358059, 4.741573, -1.929710], [2.867182, 2.392914, -1.395006], [1.491462, 2.356571, 1.838882], [2.909421, 3.415046, 1.600646], [2.873416, 2.235863, 2.931385], [5.138165, 1.001941, 0.288142], [5.021056, 0.976807, 2.071705], [4.970631, 2.517799, 1.197716], [3.949458, -1.102443, 1.700370], [5.136910, -1.279662, 0.376537], [3.775975, -2.408783, 0.521896], [2.813927, -0.314873, -2.237968], [1.834389, -1.568564, -1.420418], [3.562122, -1.834005, -1.767431], [-3.755693, -0.981060, 1.391303], [-2.149147, -1.684879, 1.293660], [-3.591545, -2.725220, 1.138780], [-3.364233, -2.686849, -2.368793], [-3.983163, -3.502166, -0.940681], [-2.226756, -3.347597, -1.183378], [0.019712, 1.417718, 4.398830], [-0.455076, 0.918771, 3.173830], [0.724540, 0.138659, 2.538040], [-1.529710, -0.014954, 3.278376], [-0.789397, 1.958343, 2.233754], [0.690825, -4.060329, -0.453344], [0.741258, -3.712517, 0.988717], [0.467182, -2.537499, 1.569439], [0.559382, -2.734489, 2.946583], [0.893480, -4.022965, 3.176738], [1.009084, -4.613519, 1.940205], [0.370222, -3.203188, -1.041642], [-0.020825, -4.869201, -0.620665], [1.662261, -4.391399, -0.819950], [0.369994, -1.942271, 3.644507], [1.051844, -4.568577, 4.088499], [1.226860, -5.585068, 1.768213]], "forces_ev_per_a": [[0.13, -0.21, -0.97], [0.02, -0.03, 0.05], [-0.09, -0.26, -0.15], [0.13, 0.01, 0.17], [-0.16, -0.08, 0.09], [-0.01, 0.23, 0.33], [0.08, 0.11, -0.07], [0.03, -0.02, -0.04], [-0.01, -0.12, 0.01], [0.04, -0.03, -0.02], [0.04, 0.08, -0.01], [-0.06, -0.08, 0.03], [0.04, -0.08, 0.01], [0.00, -0.02, 0.07], [-0.19, 0.12, -0.01], [0.32, 0.29, 0.12], [-0.33, 0.09, -0.15], [-0.05, -0.30, 0.00], [0.01, -0.04, -0.10], [-0.06, -0.08, -0.06], [0.10, 0.17, 0.21], [-0.01, 0.11, -0.05], [-0.13, -0.14, -0.07], [-0.01, -0.15, 0.00], [0.66, 0.24, -0.06], [0.01, 0.34, 0.16], [-0.34, 0.02, -0.05], [0.04, 0.01, -0.04], [0.02, 0.06, 0.00], [0.05, 0.03, 0.00], [-0.08, -0.02, 0.02], [-0.03, 0.01, -0.08], [-0.08, 0.00, -0.05], [-0.04, 0.01, 0.01], [-0.05, -0.02, 0.00], [-0.01, 0.04, 0.01], [0.02, 0.04, 0.00], [0.04, -0.01, 0.00], [0.03, 0.02, 0.00], [-0.11, 0.06, -0.02], [-0.03, 0.03, 0.04], [-0.04, 0.04, 0.00], [0.05, 0.02, 0.02], [0.06, 0.01, 0.01], [0.08, -0.02, 0.02], [0.05, -0.02, 0.03], [-0.01, -0.03, 0.01], [0.04, -0.03, 0.06], [-0.06, -0.03, -0.02], [0.11, 0.00, -0.10], [-0.05, 0.00, -0.03], [-0.01, -0.03, -0.02], [-0.18, -0.28, 0.06], [0.04, 0.03, 0.06], [0.05, -0.02, -0.09], [0.01, -0.02, -0.03], [0.00, -0.01, 0.05], [-0.04, -0.08, -0.10], [0.13, 0.00, -0.04], [-0.53, 0.18, 0.26], [0.04, 0.02, 0.13], [0.11, 0.00, 0.07], [-0.01, 0.10, -0.07], [-0.12, 0.02, -0.04], [0.35, -0.46, 0.38], [0.04, -0.03, -0.01], [0.00, 0.07, 0.07], [-0.07, 0.11, -0.08], [0.00, 0.04, -0.02], [0.01, -0.04, -0.01], [0.02, 0.00, -0.03], [0.02, 0.00, 0.03], [0.00, 0.01, 0.07], [0.00, 0.02, 0.03]], "lowdin_charge": [1.253, 0.020, -0.082, 0.019, -0.330, 0.039, -0.224, 0.043, 0.018, 0.079, -0.116, 0.069, 0.005, 0.040, -0.182, 0.058, -0.341, -0.076, 0.017, 0.019, -0.117, 0.006, -0.001, -0.009, -0.124, -0.011, 0.013, 0.112, 0.116, 0.095, 0.115, 0.113, 0.108, 0.142, 0.142, 0.146, 0.144, 0.140, 0.136, 0.056, 0.114, 0.125, 0.103, 0.116, 0.113, 0.105, 0.109, 0.099, 0.103, 0.059, 0.114, 0.111, 0.023, 0.113, 0.083, 0.115, 0.089, -0.206, 0.716, -0.490, -0.301, -0.319, 0.003, -0.362, -0.099, -0.093, -0.016, 0.143, 0.047, 0.100, 0.100, 0.103, 0.140, 0.189], "relative_energy_kcal_mol": 0.0, "total_charge": 3, "multiplicity": 5, "lumo_energy_ev": [-9.00, -11.93], "e_homo_ha": [-0.620, -0.629], "gap_ev": [7.88, 5.20]}

=====

Let's list E in order: -36293.794, -33189.963, -67195.783, -61316.589 eV.